This record from the Open Molecules 2025 dataset describes C10H14NOP in the gas phase. The level of theory is wB97M-V/def2-TZVPD.

Values from the calculation:
Frontier orbital gap: 0.3295 Eh
Energy relative to the best compared isomer or geometry (same formula, charge and spin): 316.1 kJ/mol
Lowest unoccupied orbital energy: 0.962 eV
SMILES: CCN1CCOP1c1ccccc1
E_HOMO: -8.00 eV

The geometry in ORCA input format:
```
! RIJCOSX wB97M-V def2-TZVPD def2/J DEFGRID3
* xyz 0 1
C 2.67845 -1.48657 -0.06997
C 2.29618 -0.46813 0.96144
N 1.31227 0.36602 0.31314
C 1.74465 1.04531 -0.84419
C 0.75185 2.10348 -1.20787
O 0.17256 2.53449 0.01016
P 0.14942 1.47561 1.23843
C -1.28421 0.32918 0.71479
C -1.51190 -0.90959 1.36129
C -2.52360 -1.75195 0.83312
C -3.39887 -1.20848 -0.05755
C -3.28066 0.03593 -0.65494
C -2.21189 0.89130 -0.19823
H 3.35115 -2.22881 0.48484
H 1.69203 -2.03417 -0.34263
H 3.16634 -0.93986 -0.81132
H 1.93427 -0.86902 1.83852
H 3.10296 0.11762 1.20517
H 1.86067 0.34754 -1.74258
H 2.67982 1.50521 -0.66619
H 1.20996 3.06331 -1.50637
H 0.03049 1.69125 -1.83876
H -0.66818 -1.24590 1.85743
H -2.61869 -2.72570 1.23336
H -4.29530 -1.86753 -0.32850
H -4.04962 0.33170 -1.38367
H -2.29017 1.89778 -0.39891
*
```

Löwdin population analysis, charges in e, atoms 1 to 8: number 1, C, carries -0.0913; number 2, C, carries -0.3206; number 3, N, carries -0.2919; number 4, C, carries -0.2699; number 5, C, carries -0.2148; number 6, O, carries -0.3999; number 7, P, carries 1.0369; number 8, C, carries -0.3254

This record from the Open Molecules 2025 dataset describes 2 unconnected molecules or ions with the total composition C4H8S2. The level of theory is wB97M-V/def2-TZVPD.

Values from the calculation:
Frontier orbital gap: 0.3636 Eh
Energy relative to the best compared isomer or geometry (same formula, charge and spin): 253.8 kJ/mol
Lowest unoccupied orbital energy: 0.786 eV
SMILES: CSSC.C#C
E_HOMO: -9.11 eV

The geometry in ORCA input format:
```
! RIJCOSX wB97M-V def2-TZVPD def2/J DEFGRID3
* xyz 0 1
C 0.18396 1.80079 0.90631
S -1.43129 1.18122 1.42483
S -1.93353 -0.05249 -0.11804
C -1.10941 -1.59222 0.34219
H 0.52430 2.51746 1.67257
H 0.12272 2.32435 -0.06258
H 0.93083 0.99339 0.82330
H -0.01280 -1.48020 0.38114
H -1.46043 -1.96027 1.32093
H -1.35928 -2.34301 -0.42624
C 1.96333 -0.50955 -1.65709
C 0.80914 -0.18495 -1.47512
H 2.98837 -0.79783 -1.81869
H -0.21590 0.10333 -1.31351
*
```

Löwdin population analysis, charges in e, atoms 1 to 8: number 1, C, carries -0.4921; number 2, S, carries 0.4487; number 3, S, carries 0.4335; number 4, C, carries -0.4695; number 5, H, carries 0.0357; number 6, H, carries 0.0393; number 7, H, carries 0.0194; number 8, H, carries 0.0200

This record from the Open Molecules 2025 dataset describes 11 unconnected molecules or ions with the total composition C43H104N3O13. The level of theory is wB97M-V/def2-TZVPD.

Values from the calculation:
Frontier orbital gap: 0.2371 Eh
Lowest unoccupied orbital energy: -4.636 eV
E_HOMO: -11.09 eV

The geometry in ORCA input format:
```
! RIJCOSX wB97M-V def2-TZVPD def2/J DEFGRID3
* xyz 1 1
C -0.29469 3.65872 -1.76604
C -0.04320 3.81269 -3.15063
C 1.25427 3.20304 -3.86850
O 1.49372 3.60612 -5.03928
O 2.04024 2.24121 -3.19737
C 2.16878 1.01812 -3.98667
C 3.05393 -0.01225 -3.10940
C 2.24598 -0.64461 -1.88270
C 1.09886 -1.70541 -2.34675
C -0.27780 -0.88217 -2.35704
C -1.30467 -1.32818 -3.53218
C -2.50239 -0.26938 -3.50160
C -3.15288 0.05145 -4.93351
C -3.88365 1.47588 -4.77810
N -4.40672 1.74562 -3.40199
O -3.65038 2.67740 -2.71617
C -4.51852 0.53616 -2.56780
N -5.52735 0.52371 -1.65719
N -3.63374 -0.61523 -2.58441
H -1.37555 3.62977 -1.42373
H 0.55757 3.61842 -1.01065
H -0.83231 4.36203 -3.77374
H 2.75158 1.21587 -4.95934
H 1.16329 0.57105 -4.29898
H 3.90765 0.60989 -2.64672
H 3.55112 -0.81594 -3.77101
H 1.72657 0.20154 -1.29773
H 2.97132 -1.14969 -1.16325
H 1.31931 -2.18333 -3.35470
H 1.02680 -2.45447 -1.48192
H -0.81522 -0.88360 -1.33522
H -0.03778 0.22754 -2.56310
H -0.80202 -1.42978 -4.55039
H -1.72987 -2.34099 -3.19003
H -2.04045 0.72673 -3.13546
H -2.34418 0.05295 -5.74161
H -3.99016 -0.70137 -5.18609
H -4.68765 1.64845 -5.56277
H -3.06495 2.26657 -4.97268
H -3.16119 2.20806 -1.99152
H -6.48823 0.59430 -2.00823
H -5.29346 0.41126 -0.65042
H -3.24096 -0.80936 -1.64679
C 5.59537 -0.19232 0.58623
C 4.89928 1.13796 0.82523
C 5.31094 1.74545 2.15685
O 3.48545 0.94510 0.80898
H 5.33026 -0.91737 1.36303
H 5.28180 -0.62377 -0.36927
H 6.68155 -0.07297 0.57677
H 5.14208 1.83070 0.01430
H 5.03556 1.08750 2.98752
H 4.79524 2.69553 2.32138
H 6.38916 1.92154 2.19400
H 3.25898 0.33317 1.52317
C 1.34064 7.01295 -7.50788
C 0.98387 6.23398 -8.76400
C -0.51703 6.01338 -8.87098
O 1.64777 4.97288 -8.74432
H 1.03412 6.46699 -6.60954
H 2.42220 7.15423 -7.43795
H 0.85861 7.99420 -7.50131
H 1.33932 6.77483 -9.64520
H -0.88762 5.43292 -8.01948
H -0.75789 5.44269 -9.77183
H -1.05488 6.96445 -8.90531
H 1.33990 4.48651 -7.96735
C -7.92908 -1.47222 1.71708
C -7.00908 -1.99169 0.62414
C -6.63379 -3.44509 0.86076
O -5.82171 -1.19420 0.58459
H -7.43888 -1.52016 2.69473
H -8.18162 -0.42274 1.54071
H -8.85419 -2.05149 1.76197
H -7.50065 -1.89242 -0.34837
H -6.09943 -3.56098 1.80874
H -5.96292 -3.80227 0.07383
H -7.52045 -4.08307 0.88025
H -5.38009 -1.27574 1.44194
C 6.24133 -1.50517 -5.80604
C 6.75929 -2.05935 -4.48791
C 8.14451 -2.66552 -4.64764
O 5.85837 -3.05527 -4.00655
H 6.15712 -2.29694 -6.55741
H 5.24064 -1.08322 -5.67832
H 6.90262 -0.72611 -6.19342
H 6.79163 -1.26101 -3.74124
H 8.12664 -3.49808 -5.35832
H 8.49858 -3.06981 -3.69571
H 8.86307 -1.92148 -5.00044
H 5.82291 -3.76576 -4.66039
C 0.03389 -1.06109 4.37810
C 0.95912 -1.59078 3.29383
C 1.32864 -3.04411 3.54328
O 2.14556 -0.79903 3.25388
H 0.51812 -1.10292 5.35905
H -0.21457 -0.01277 4.19245
H -0.89361 -1.63795 4.42214
H 0.47351 -1.49741 2.31829
H 1.85750 -3.15440 4.49556
H 2.00259 -3.40838 2.76319
H 0.43949 -3.67992 3.56241
H 2.58356 -0.87390 4.11205
C -7.82356 0.04353 5.74070
C -6.48643 -0.63432 5.99548
C -5.96592 -0.32635 7.39036
O -5.53651 -0.19055 5.02549
H -7.72923 1.13189 5.81234
H -8.17990 -0.17732 4.73090
H -8.57786 -0.28899 6.45798
H -6.59380 -1.71571 5.87414
H -5.80738 0.74919 7.51914
H -4.99951 -0.81040 7.55506
H -6.66427 -0.67007 8.15733
H -5.43464 0.76512 5.12495
C -2.79783 8.47816 -1.58768
C -1.75612 7.37839 -1.45781
C -0.75192 7.43026 -2.59852
O -2.40689 6.10625 -1.45340
H -3.36571 8.36997 -2.51750
H -3.51909 8.42254 -0.76812
H -2.33189 9.46648 -1.57683
H -1.23292 7.47860 -0.50306
H -1.24948 7.28624 -3.56361
H -0.01621 6.62829 -2.49930
H -0.22508 8.38738 -2.61761
H -2.87342 6.00796 -2.29402
C 10.86947 0.50881 1.64754
C 9.53526 0.23408 2.32319
C 9.69181 -0.73672 3.48290
O 8.62278 -0.30899 1.36946
H 11.29596 -0.41215 1.23707
H 10.74047 1.19872 0.80949
H 11.58600 0.94197 2.34988
H 9.10643 1.17269 2.68500
H 10.07771 -1.70060 3.13564
H 8.72404 -0.93384 3.95185
H 10.37312 -0.34089 4.24017
H 8.99278 -1.14006 1.04285
C -3.37077 -3.81787 3.98727
C -4.70412 -4.09462 4.66561
C -4.54666 -5.07275 5.81870
O -5.62002 -4.63051 3.71070
H -2.94654 -4.73581 3.56999
H -3.50195 -3.12181 3.15284
H -2.65181 -3.39028 4.68995
H -5.13011 -3.15760 5.03436
H -4.16401 -6.03446 5.46584
H -5.51438 -5.27056 6.28841
H -3.86312 -4.68307 6.57622
H -5.25219 -5.46009 3.37795
C 0.76729 -6.01019 6.09245
C -0.59676 -5.53639 6.56932
C -0.98599 -6.20172 7.88006
O -1.57755 -5.83448 5.57600
H 0.76453 -7.09018 5.91361
H 1.02967 -5.53339 5.14474
H 1.54397 -5.78035 6.82628
H -0.58450 -4.45005 6.69784
H -1.04895 -7.28828 7.76250
H -1.97262 -5.86116 8.20555
H -0.26172 -5.97771 8.66713
H -1.59639 -6.79320 5.45446
*
```

Löwdin population analysis, charges in e, atoms 1 to 8: number 1, C, carries 0.0322; number 2, C, carries -0.0527; number 3, C, carries -0.3730; number 4, O, carries 0.0442; number 5, O, carries -0.0607; number 6, C, carries -0.1679; number 7, C, carries -0.1437; number 8, C, carries -0.1972

This record from the Open Molecules 2025 dataset describes 3 unconnected molecules or ions with the total composition C3H11NO2. The level of theory is wB97M-V/def2-TZVPD.

Values from the calculation:
Frontier orbital gap: 0.3199 Eh
Energy relative to the best compared isomer or geometry (same formula, charge and spin): 146.4 kJ/mol
Lowest unoccupied orbital energy: 0.797 eV
SMILES: C=CNC.O.O
E_HOMO: -7.91 eV

The geometry in ORCA input format:
```
! RIJCOSX wB97M-V def2-TZVPD def2/J DEFGRID3
* xyz 0 1
C 0.29364 -1.83927 1.99089
C 1.20115 -1.06331 1.39687
N 1.43969 0.28764 1.74163
C 2.59653 0.98252 1.16194
H -0.39432 -1.32149 2.66213
H 0.30607 -2.91017 1.96137
H 1.87743 -1.49072 0.65241
H 0.55178 0.75736 1.81367
H 3.13012 0.19236 0.61777
H 3.14760 1.41448 1.99604
H 2.28921 1.64978 0.33745
O -0.11070 -0.25271 -2.39755
H 0.68438 0.18289 -2.05909
H -0.30637 0.25331 -3.20144
O -5.18862 1.19365 -2.86086
H -5.69384 1.01239 -3.66363
H -5.82376 0.95130 -2.14960
*
```

Löwdin population analysis, charges in e, atoms 1 to 8: number 1, C, carries -0.0264; number 2, C, carries -0.2598; number 3, N, carries -0.1148; number 4, C, carries -0.1057; number 5, H, carries 0.0502; number 6, H, carries 0.0352; number 7, H, carries 0.0995; number 8, H, carries 0.1104

This record from the Open Molecules 2025 dataset describes 2 unconnected molecules or ions with the total composition C8H16N2. The level of theory is wB97M-V/def2-TZVPD.

Values from the calculation:
Frontier orbital gap: 0.3555 Eh
Energy relative to the best compared isomer or geometry (same formula, charge and spin): 259.0 kJ/mol
Lowest unoccupied orbital energy: 0.931 eV
SMILES: CCc1c[nH]cn1.CCC
E_HOMO: -8.74 eV

The geometry in ORCA input format:
```
! RIJCOSX wB97M-V def2-TZVPD def2/J DEFGRID3
* xyz 0 1
C 0.08911 -0.27101 3.27472
C -0.13373 0.49271 1.99077
C 1.02982 0.43240 1.19181
C 1.65792 1.53894 0.67074
N 2.72870 1.00839 -0.24401
C 2.59116 -0.42646 -0.09877
N 1.57567 -0.67521 0.65900
H 0.93210 -0.02410 3.88938
H 0.41562 -1.26932 2.90543
H -0.87547 -0.59871 3.87719
H -1.04446 0.26268 1.42691
H -0.22170 1.62052 2.26683
H 1.47565 2.54482 0.71193
H 3.51767 1.61510 -0.55336
H 3.26684 -1.31570 -0.47950
C -2.47395 -1.22207 -1.73643
C -1.23524 -0.50005 -1.40767
C -0.86744 0.33218 -2.61269
H -2.75945 -1.77962 -2.65605
H -3.22818 -0.47940 -1.75713
H -2.46697 -2.15045 -0.99704
H -1.34362 0.14204 -0.54810
H -0.32115 -1.10724 -1.14570
H 0.02681 0.96519 -2.36719
H -0.66225 -0.13607 -3.51887
H -1.67347 1.00043 -2.74221
*
```

Löwdin population analysis, charges in e, atoms 1 to 8: number 1, C, carries -0.1136; number 2, C, carries -0.2454; number 3, C, carries -0.4160; number 4, C, carries 0.0063; number 5, N, carries 0.0482; number 6, C, carries -0.1761; number 7, N, carries 0.0630; number 8, H, carries 0.0630

This record from the Open Molecules 2025 dataset describes a molecular structure, C30H40N3OPtS2Si. The level of theory is wB97M-V/def2-TZVPD.

Values from the calculation:
Frontier orbital gap (alpha / beta): 0.1836 / 0.1391 Eh
Energy relative to the best compared isomer or geometry (same formula, charge and spin): 0.0 kJ/mol
Lowest unoccupied orbital energy (alpha / beta): 2.553 / 0.066 eV
E_HOMO (alpha / beta): -2.44 / -3.72 eV

The geometry in ORCA input format:
```
! RIJCOSX wB97M-V def2-TZVPD def2/J DEFGRID3
* xyz -1 3
Pt 0.72412 0.08261 0.18912
C -1.75274 1.41595 3.59154
C -0.99282 0.61935 2.72861
N -0.30205 1.11648 1.72258
C -0.39555 2.45608 1.45195
C -1.13077 3.33882 2.29341
C -1.80362 2.77824 3.38651
C -1.16587 4.71478 1.97108
C -0.52400 5.18210 0.86217
C 0.18511 4.31310 -0.01808
C 0.84763 4.76068 -1.17295
C 1.54339 3.82256 -1.95434
C 1.53089 2.49438 -1.61224
N 0.85612 2.01452 -0.53649
C 0.23185 2.93024 0.28139
H -2.29074 0.95114 4.40588
H -0.95074 -0.45352 2.86323
H -2.37801 3.41897 4.04573
H -1.72184 5.38864 2.61297
H -0.55930 6.23820 0.62090
H 0.82457 5.81185 -1.43134
H 2.09592 4.13120 -2.83232
H 2.07608 1.77418 -2.20561
C -1.14510 1.37046 -3.26525
O -2.56491 1.15951 -3.30440
C -3.24922 1.06591 -2.16956
S -4.90113 0.88238 -2.28039
S -2.59054 1.24248 -0.65017
H -0.71730 0.79905 -4.08507
H -0.71492 1.03892 -2.32136
H -0.92991 2.43108 -3.40329
C -1.55491 -5.40510 3.50574
C -1.51790 -4.32794 2.44969
C -2.53317 -4.21544 1.51645
C -2.49413 -3.18203 0.57456
C -3.61777 -3.02191 -0.41304
C -1.41254 -2.32695 0.54603
C -0.29887 -2.45994 1.42347
C -0.43417 -3.45697 2.41862
N 0.80220 -1.66602 1.26699
C 1.97385 -1.85906 2.14917
C 1.73977 -1.29528 3.56446
C 2.40198 -3.34508 2.26357
C 3.18886 -1.11895 1.56859
H -2.47299 -5.98938 3.43907
H -1.49271 -4.97196 4.50664
H -0.70631 -6.08254 3.38516
H -3.36407 -4.91462 1.51737
H -4.55079 -3.41913 -0.01068
H -3.39742 -3.55893 -1.33993
H -3.77297 -1.97425 -0.66584
H -1.39495 -1.51517 -0.16712
H 0.31002 -3.56609 3.19353
H 0.87789 -1.76324 4.04392
H 1.57082 -0.21946 3.51399
H 2.62387 -1.47494 4.18309
H 2.04977 -3.81002 3.18422
H 3.49218 -3.41294 2.26533
H 2.02980 -3.92597 1.42186
H 2.96399 -0.06353 1.40771
H 3.47690 -1.56349 0.61545
H 4.03124 -1.18996 2.26250
C 4.37976 -1.37284 -1.67212
Si 2.61734 -2.00417 -2.03701
C 2.54028 -2.30201 -3.91915
C 2.33702 -3.70574 -1.24522
C 1.25255 -0.80523 -1.62116
H 4.92911 -1.20894 -2.60276
H 4.94998 -2.08981 -1.07710
H 4.36194 -0.42533 -1.12937
H 3.23519 -3.08515 -4.23614
H 2.77911 -1.39409 -4.48052
H 1.53314 -2.61276 -4.20972
H 3.26301 -4.16698 -0.89292
H 1.87428 -4.38684 -1.96321
H 1.65761 -3.61005 -0.39641
H 0.33398 -1.35238 -1.88919
H 1.33355 -0.00630 -2.36997
*
```

Löwdin population analysis, charges in e, atoms 1 to 8: number 1, Pt, carries 1.0333; number 2, C, carries -0.0593; number 3, C, carries -0.1288; number 4, N, carries -0.0553; number 5, C, carries -0.2188; number 6, C, carries -0.1813; number 7, C, carries -0.0270; number 8, C, carries -0.0462